Below is an isolated ion of composition CFN4S and charge -1 in a non-equilibrium geometry, with properties calculated with ωB97M-V with the def2-TZVPD basis set.

Output
HOMO-LUMO gap ... 7.30 eV
Total charge ... -1
SMILES string ... Fc1nnnn1[S-]
Lowest unoccupied orbital energy ... 3.982 eV

Element x y z (Å)
F -2.35819 0.37958 0.69082
C -0.97722 0.11656 0.20339
N -0.66781 0.58732 -0.94858
N 0.61509 0.39986 -1.24227
N 1.24811 -0.22267 -0.29708
N 0.51571 -0.56425 0.67180
S 0.77117 -1.11223 2.18299